1.
C2H3NO3 | the ωB97M-V functional and the def2-TZVPD basis

Element x y z (Å)
C  -1.446  1.366  -1.234
C  -1.452  0.754  0.170
O  -0.989  1.024  1.208
N  -2.444  -0.456  0.034
O  -3.636  -0.230  0.147
O  -1.928  -1.554  -0.095
H  -0.979  2.358  -1.324
H  -2.464  1.448  -1.666
H  -0.884  0.790  -2.010

## Properties
Kohn-Sham gap ... 10.8 eV
HOMO level ... -10.797 eV
M ... 89.05 g mol⁻¹
E_tot ... -358.37096 a.u.
LUMO ... 0.003 eV
SMILES ... CC(=O)[N+](=O)[O-]
Relative energy (zero: lowest compared OMol25 entry of this formula, charge and spin) ... 4.319 eV

=====

2.
C2H3NO3 | the ωB97M-V functional and the def2-TZVPD basis

Element x y z (Å)
C  -1.694  -0.188  0.517
C  0.745  -0.158  -0.212
N  -0.442  0.112  0.088
O  1.963  0.552  0.058
O  1.180  -1.489  -0.328
O  -2.640  -0.331  -0.379
H  1.936  1.302  0.617
H  2.111  -1.288  -0.504
H  -2.403  -0.602  -1.377

## Properties
Kohn-Sham gap ... 8.9 eV
HOMO level ... -8.597 eV
M ... 89.05 g mol⁻¹
E_tot ... -358.37310 a.u.
LUMO ... 0.338 eV
Relative energy (zero: lowest compared OMol25 entry of this formula, charge and spin) ... 4.261 eV